[1]
Here is 3 unconnected molecules or ions with the total composition C36H57NO8 from the Open Molecules 2025 dataset. Energies are from wB97M-V/def2-TZVPD.

The geometry in ORCA input format:
```
! RIJCOSX wB97M-V def2-TZVPD def2/J DEFGRID3
* xyz 0 1
C -2.735 -5.816 0.642
C -2.601 -4.276 0.528
C -1.266 -3.866 -0.123
N -1.225 -2.446 -0.467
C -1.315 -1.494 0.568
O -1.541 -1.677 1.743
C -0.994 -0.199 -0.160
C -1.172 1.102 0.186
C -0.739 2.097 -0.683
C -0.948 3.537 -0.190
C -0.188 3.694 1.145
C -0.799 4.100 2.308
C -0.016 4.166 3.449
C 1.311 3.838 3.434
C 1.934 3.443 2.260
C 1.154 3.374 1.127
C -0.130 1.802 -1.892
O 0.317 2.793 -2.735
C -0.797 3.453 -3.379
C -0.454 4.001 -4.783
C 0.598 3.164 -5.523
C -1.787 4.105 -5.565
C -2.904 4.787 -4.725
C -1.643 4.910 -6.877
C 0.054 0.452 -2.229
C 0.768 0.079 -3.526
C 2.291 0.297 -3.262
C 3.224 -0.548 -4.172
O 4.169 -1.302 -3.419
C 4.962 -0.443 -2.628
C -0.376 -0.513 -1.373
C -0.289 -2.031 -1.435
O 0.435 -2.735 -2.107
H -3.266 -6.039 1.576
H -3.344 -6.210 -0.177
H -1.759 -6.308 0.718
H -3.398 -3.869 -0.110
H -2.732 -3.860 1.529
H -0.457 -4.140 0.571
H -1.153 -4.485 -1.019
H -1.624 1.349 1.144
H -2.010 3.727 0.009
H -0.549 4.267 -0.896
H -1.859 4.339 2.320
H -0.448 4.455 4.406
H 1.917 3.864 4.337
H 2.980 3.161 2.189
H 1.614 3.051 0.193
H -1.173 4.284 -2.770
H -1.629 2.733 -3.440
H -0.023 5.005 -4.636
H 0.264 2.130 -5.661
H 0.733 3.578 -6.530
H 1.574 3.226 -5.034
H -2.153 3.098 -5.815
H -3.322 4.077 -3.999
H -2.483 5.642 -4.183
H -3.735 5.088 -5.372
H -2.360 4.514 -7.609
H -1.889 5.972 -6.754
H -0.653 4.829 -7.338
H 0.415 0.689 -4.359
H 0.627 -0.989 -3.713
H 2.423 0.064 -2.199
H 2.538 1.365 -3.348
H 3.819 0.113 -4.828
H 2.618 -1.197 -4.810
H 4.404 -0.248 -1.695
H 5.895 -0.917 -2.306
H 5.131 0.529 -3.114
C 5.051 -0.654 1.871
O 4.966 0.581 2.550
C 5.288 0.493 3.930
C 6.691 0.992 4.208
O 7.672 0.157 3.611
C 8.181 0.682 2.397
H 5.042 -0.445 0.801
H 5.966 -1.206 2.103
H 4.183 -1.279 2.107
H 5.162 -0.531 4.293
H 4.577 1.130 4.466
H 6.864 0.967 5.289
H 6.807 2.028 3.873
H 8.883 1.497 2.607
H 7.385 1.048 1.746
H 8.715 -0.116 1.884
C -6.394 -6.305 6.494
O -6.541 -4.930 6.188
C -5.311 -4.306 5.844
C -5.164 -4.148 4.344
O -5.060 -5.406 3.692
C -6.282 -5.820 3.102
H -7.386 -6.756 6.492
H -5.775 -6.824 5.759
H -5.957 -6.425 7.491
H -4.465 -4.862 6.259
H -5.317 -3.312 6.302
H -4.236 -3.604 4.140
H -5.993 -3.565 3.933
H -6.459 -5.259 2.178
H -7.128 -5.682 3.778
H -6.196 -6.878 2.859
*
```

The HOMO-LUMO gap comes out at 9.11 eV. As for the total energy: -2062.522930 a.u. As for the SMILES: CCCN1C(=O)c2cc(Cc3ccccc3)c(OC[C@@H](C)C(C)C)c(CCCOC)c2C1=O.COCCOC.COCCOC.

Atom charges from the Mulliken analysis, given in e for atoms 1 to 99: -1.113 -0.166 -0.759 0.374 -0.380 -0.614 0.091 -0.913 1.139 -0.561 0.208 -0.467 -0.565 -0.403 -0.640 -0.253 0.158 -0.432 -0.936 0.345 -1.529 0.634 -1.636 -1.494 0.430 -0.896 -0.269 -0.767 -0.452 -0.388 0.424 -0.068 -0.628 0.207 0.300 0.383 0.325 0.184 0.310 0.404 0.584 0.417 0.147 0.397 0.346 0.360 0.496 0.287 0.342 0.394 0.211 0.233 0.494 0.347 0.361 0.345 0.332 0.464 0.378 0.360 0.337 -0.180 0.782 0.318 0.408 0.391 0.443 -0.022 0.299 0.312 -0.593 -0.273 -0.511 -0.512 -0.376 -0.705 0.039 0.356 0.336 0.344 0.358 0.389 0.305 0.324 0.286 0.253 -0.683 -0.369 -0.612 -0.369 -0.301 -0.900 0.243 0.276 0.326 0.353 0.369 0.306 0.364

[2]
Here is 10 unconnected molecules or ions with the total composition C36H58BF4N4O10 from the Open Molecules 2025 dataset. Energies are from wB97M-V/def2-TZVPD.

The geometry in ORCA input format:
```
! RIJCOSX wB97M-V def2-TZVPD def2/J DEFGRID3
* xyz -1 1
B -0.006 -0.223 0.209
F 0.865 -1.266 0.582
F -0.545 -0.644 -1.026
F -1.051 0.000 1.100
F 0.647 1.010 0.093
O -5.038 -1.338 0.035
C -4.200 -2.098 -0.453
O -4.050 -2.063 -1.791
C -3.078 -3.109 -2.238
C -2.236 -3.291 -0.990
C -3.195 -3.041 0.140
H -2.575 -2.771 -3.144
H -3.694 -3.965 -2.489
H -1.391 -2.590 -1.082
H -1.791 -4.282 -0.971
H -2.629 -2.664 0.980
H -3.800 -3.948 0.349
O 0.006 3.823 6.091
C 0.107 3.224 5.024
O 0.125 1.900 4.964
C 0.143 1.530 3.556
C 0.803 2.732 2.824
C 0.286 3.881 3.682
H -0.885 1.354 3.256
H 0.724 0.609 3.464
H 0.463 2.732 1.810
H 1.872 2.636 2.733
H -0.772 4.165 3.421
H 0.942 4.733 3.741
O 1.081 -5.259 4.053
C 0.595 -4.185 3.935
O 0.544 -3.325 4.948
C -0.006 -2.061 4.472
C -0.852 -2.461 3.232
C -0.037 -3.633 2.699
H 0.845 -1.416 4.232
H -0.611 -1.600 5.239
H -0.860 -1.596 2.555
H -1.869 -2.777 3.527
H 0.734 -3.346 1.979
H -0.595 -4.467 2.219
O -4.973 2.855 0.231
C -4.659 2.276 1.229
O -5.506 2.289 2.314
C -4.765 1.843 3.511
C -3.329 1.679 3.047
C -3.447 1.453 1.540
H -5.165 0.921 3.797
H -4.876 2.611 4.269
H -2.784 0.822 3.527
H -2.786 2.643 3.218
H -3.819 0.475 1.252
H -2.568 1.842 1.029
O -1.086 3.542 -3.317
C -1.751 2.604 -3.111
O -2.066 1.628 -4.004
C -2.999 0.728 -3.494
C -3.607 1.384 -2.308
C -2.463 2.245 -1.748
H -2.494 -0.167 -3.204
H -3.771 0.544 -4.222
H -4.072 0.693 -1.595
H -4.412 2.020 -2.654
H -1.755 1.749 -1.022
H -2.862 3.190 -1.307
C 1.431 -3.751 -0.959
C 2.131 -4.557 -2.008
C 1.243 -4.956 -3.202
C 0.068 -5.754 -2.917
N -0.918 -6.328 -2.761
H 0.807 -4.405 -0.358
H 0.896 -2.915 -1.287
H 2.122 -3.374 -0.227
H 2.614 -5.401 -1.512
H 2.963 -4.044 -2.510
H 1.850 -5.503 -3.916
H 0.887 -4.058 -3.738
C 5.501 1.320 0.775
C 4.805 0.310 -0.066
C 3.444 -0.148 0.492
C 3.579 -0.691 1.884
N 3.735 -1.035 2.965
H 5.959 0.869 1.656
H 4.878 2.178 1.009
H 6.329 1.718 0.212
H 5.371 -0.660 -0.242
H 4.476 0.639 -1.042
H 3.025 -0.942 -0.128
H 2.778 0.682 0.583
C 1.210 5.316 -1.956
C 1.128 4.071 -1.064
C 2.543 3.735 -0.654
C 3.463 3.511 -1.749
N 4.189 3.359 -2.620
H 0.233 5.744 -2.173
H 1.599 5.077 -2.976
H 1.916 6.075 -1.557
H 0.571 3.327 -1.648
H 0.571 4.236 -0.086
H 2.517 2.833 -0.015
H 2.890 4.603 -0.092
C 3.399 -0.551 -3.286
C 2.074 -0.055 -2.596
C 0.993 0.238 -3.607
C 0.540 -1.013 -4.175
N 0.263 -2.029 -4.630
H 4.074 -0.890 -2.542
H 3.957 0.237 -3.758
H 3.244 -1.384 -3.915
H 2.383 0.882 -2.074
H 1.715 -0.823 -1.914
H 1.408 0.793 -4.481
H 0.145 0.744 -3.078
*
```

The HOMO-LUMO gap comes out at 10.20 eV. As for the total energy: -2802.669821 a.u. As for the energy above the lowest of the compared OMol25 structures with the same formula, charge and spin: 43.7 kJ/mol.

Atom charges from the Mulliken analysis, given in e for atoms 1 to 99: 0.635 -0.689 -0.420 0.139 0.072 -0.684 0.546 -0.355 -0.825 1.187 -0.060 0.364 0.307 -1.148 0.517 -0.315 0.448 -0.676 0.349 -0.421 1.162 0.638 -0.494 -0.796 -0.247 -0.654 0.284 0.226 0.416 -0.625 0.245 -0.402 -0.344 0.800 0.276 0.125 0.371 -0.833 0.373 -0.342 0.346 -0.569 0.122 -0.449 -0.601 -0.074 1.403 0.376 0.317 0.152 -0.126 -0.307 -0.333 -0.547 0.151 -0.417 -0.133 -0.502 0.764 -0.057 0.402 0.122 0.351 -0.963 0.668 -0.461 -0.731 0.187 0.157 -0.604 0.444 -0.300 0.419 0.415 0.267 0.453 -0.156 -1.572 -0.429 3.449 0.036 -0.742 0.444 0.215 0.471 0.402 0.166 -0.750 -1.471 -1.554 0.682 1.099 -0.037 -0.617 0.404 0.363 0.392 -0.584 0.227

[3]
Here is a molecular structure, C36H59N2OPSn from the Open Molecules 2025 dataset. Energies are from wB97M-V/def2-TZVPD.

The geometry in ORCA input format:
```
! RIJCOSX wB97M-V def2-TZVPD def2/J DEFGRID3
* xyz 2 1
Sn -0.645 -0.249 -0.355
C -3.365 -3.057 2.612
C -2.565 -1.837 2.157
C -3.495 -0.794 1.517
C -1.780 -1.176 3.274
C -2.359 -1.001 4.520
C -1.678 -0.343 5.532
C -0.422 0.182 5.296
C 0.210 0.039 4.065
C 1.524 0.784 3.844
C 2.617 0.330 4.813
C 1.288 2.296 3.946
C -0.481 -0.684 3.077
N 0.156 -0.921 1.805
C 1.325 -1.414 1.792
C 2.144 -1.422 0.556
N 1.743 -0.832 -0.495
C 2.688 -0.615 -1.556
C 2.289 -0.868 -2.878
C 3.217 -0.692 -3.889
C 4.503 -0.259 -3.603
C 4.856 0.042 -2.301
C 3.962 -0.111 -1.245
C 4.392 0.393 0.131
C 5.568 -0.408 0.695
C 4.724 1.889 0.072
C 0.872 -1.286 -3.218
C 0.792 -2.387 -4.276
C 0.058 -0.060 -3.656
H -3.796 -3.568 1.749
H -4.194 -2.774 3.262
H -2.738 -3.766 3.153
H -1.863 -2.193 1.404
H -4.206 -0.419 2.254
H -4.066 -1.217 0.688
H -2.954 0.090 1.154
H -3.352 -1.389 4.710
H -2.137 -0.228 6.506
H 0.077 0.734 6.084
H 1.892 0.595 2.834
H 2.339 0.535 5.848
H 3.546 0.865 4.613
H 2.815 -0.742 4.734
H 0.987 2.576 4.957
H 0.502 2.625 3.264
H 2.203 2.840 3.708
H 1.790 -1.774 2.710
H 3.132 -1.879 0.605
H 2.940 -0.897 -4.915
H 5.226 -0.141 -4.399
H 5.849 0.422 -2.096
H 3.562 0.294 0.835
H 6.454 -0.296 0.067
H 5.349 -1.477 0.757
H 5.826 -0.053 1.693
H 5.617 2.074 -0.526
H 4.916 2.271 1.076
H 3.904 2.463 -0.363
H 0.423 -1.706 -2.319
H 1.070 -2.015 -5.263
H -0.231 -2.762 -4.354
H 1.449 -3.224 -4.034
H 0.519 0.408 -4.527
H 0.020 0.719 -2.882
H -0.965 -0.335 -3.923
C -1.609 -4.671 -1.681
C -2.971 -3.983 -1.807
C -2.580 -2.524 -1.910
O -1.415 -2.401 -1.034
C -0.831 -3.719 -0.789
H -1.133 -4.758 -2.658
H -1.673 -5.665 -1.243
H -3.576 -4.156 -0.917
H -3.535 -4.312 -2.678
H -3.341 -1.826 -1.567
H -2.279 -2.258 -2.926
H -0.962 -3.947 0.271
H 0.234 -3.674 -1.021
C -0.102 5.002 -1.170
C -0.155 3.505 -0.859
P -1.774 2.664 -1.116
C -2.924 3.634 -0.067
C -4.349 3.076 -0.035
C -2.216 3.095 -2.847
C -3.266 2.166 -3.467
H 0.904 5.389 -1.008
H -0.778 5.567 -0.530
H -0.368 5.203 -2.208
H 0.130 3.328 0.184
H 0.579 2.970 -1.474
H -2.930 4.665 -0.427
H -2.496 3.648 0.938
H -4.842 3.177 -1.002
H -4.953 3.618 0.692
H -4.363 2.021 0.240
H -1.290 3.061 -3.426
H -2.565 4.129 -2.862
H -2.969 1.118 -3.388
H -3.405 2.394 -4.524
H -4.235 2.271 -2.980
*
```

The HOMO-LUMO gap comes out at 5.94 eV. As for the total energy: -2147.042578 a.u. As for the energy above the lowest of the compared OMol25 structures with the same formula, charge and spin: 0.0 kJ/mol.

Atom charges from the Mulliken analysis, given in e for atoms 1 to 99: 0.839 -1.865 2.983 -1.393 0.843 -0.663 -1.640 -0.628 0.603 1.770 -1.723 -1.502 -0.535 0.419 -0.565 -0.598 0.688 -0.326 0.594 -0.569 -1.665 -0.505 0.877 1.843 -1.669 -1.619 2.730 -2.011 -1.106 0.379 0.452 0.445 -1.514 0.478 0.410 0.033 0.380 0.426 0.414 -0.842 0.357 0.453 0.366 0.362 0.320 0.420 0.580 0.726 0.403 0.414 0.388 -0.970 0.362 0.375 0.438 0.379 0.439 0.348 -1.549 0.474 0.432 0.422 0.477 -0.118 0.342 -0.697 -0.640 -0.356 0.134 -0.617 0.327 0.415 0.214 0.425 0.271 0.270 0.438 0.200 -1.503 -0.157 0.447 -0.545 -1.074 -0.762 -1.079 0.426 0.325 0.317 0.202 0.279 0.457 0.382 0.302 0.406 0.099 0.497 0.529 0.104 0.374

[4]
Here is 7 unconnected molecules or ions with the total composition C36H60Cl12NO from the Open Molecules 2025 dataset. Energies are from wB97M-V/def2-TZVPD.

The geometry in ORCA input format:
```
! RIJCOSX wB97M-V def2-TZVPD def2/J DEFGRID3
* xyz 1 1
C -1.165 -1.631 2.239
C -0.471 -0.734 1.857
C 0.225 0.394 1.263
C 1.517 0.203 0.447
C 1.513 -0.662 -0.828
C 0.155 -1.001 -1.391
C -0.576 -2.126 -1.022
C -1.804 -2.393 -1.588
C -2.350 -1.550 -2.535
C -1.626 -0.417 -2.927
C -2.176 0.494 -3.989
C -0.395 -0.168 -2.355
C 2.618 0.002 1.492
C 4.065 0.217 1.043
C 4.363 1.523 0.275
C 5.461 1.333 -0.790
C 5.015 0.423 -1.930
C 6.803 0.909 -0.171
C 2.530 -1.275 2.365
C 2.287 -2.571 1.579
C 3.400 -3.129 0.781
O 2.922 -3.732 2.034
C 2.256 1.158 2.477
N 0.770 1.344 2.347
C -0.048 1.598 3.580
C 0.184 0.626 4.715
H -1.790 -2.423 2.575
H -0.501 1.005 0.727
H 1.673 1.213 0.056
H 2.105 -1.565 -0.728
H 2.012 -0.071 -1.593
H -0.183 -2.810 -0.283
H -2.338 -3.286 -1.296
H -3.311 -1.800 -2.966
H -1.468 1.274 -4.260
H -3.121 0.942 -3.699
H -2.358 -0.084 -4.896
H 0.147 0.708 -2.691
H 4.663 0.235 1.955
H 4.430 -0.627 0.467
H 4.748 2.252 0.987
H 3.491 1.912 -0.249
H 5.616 2.323 -1.222
H 4.741 -0.578 -1.591
H 4.143 0.845 -2.431
H 5.823 0.302 -2.647
H 6.689 0.369 0.766
H 7.434 1.780 -0.011
H 7.352 0.254 -0.845
H 1.718 -1.207 3.088
H 3.490 -1.461 2.845
H 1.291 -2.705 1.167
H 4.420 -2.872 1.017
H 3.122 -3.689 -0.101
H 2.546 0.868 3.483
H 2.761 2.104 2.305
H 0.715 2.236 1.859
H -1.094 1.661 3.291
H 0.239 2.593 3.923
H 0.090 -0.420 4.437
H 1.137 0.792 5.211
H -0.586 0.813 5.462
Cl 5.097 -3.892 -2.508
C 3.824 -4.943 -3.190
C 2.862 -4.171 -4.055
Cl 1.887 -3.028 -3.092
H 3.312 -5.423 -2.360
H 4.322 -5.708 -3.782
H 2.170 -4.857 -4.540
H 3.383 -3.600 -4.819
Cl -5.319 -0.743 -4.097
C -6.906 -0.092 -4.605
C -6.752 1.020 -5.607
Cl -6.011 2.467 -4.870
H -7.428 0.245 -3.714
H -7.465 -0.915 -5.045
H -7.729 1.318 -5.981
H -6.133 0.723 -6.449
Cl 1.912 -4.206 7.996
C 2.152 -4.322 6.235
C 1.515 -3.172 5.503
Cl -0.270 -3.229 5.581
H 1.749 -5.275 5.902
H 3.225 -4.314 6.054
H 1.790 -3.221 4.454
H 1.835 -2.217 5.914
Cl -3.209 1.034 0.347
C -4.751 0.507 -0.392
C -5.554 1.645 -0.963
Cl -6.172 2.722 0.315
H -5.306 -0.021 0.379
H -4.492 -0.198 -1.181
H -6.417 1.246 -1.493
H -4.971 2.246 -1.657
Cl -7.217 2.888 -8.477
C -6.809 4.625 -8.512
C -7.355 5.355 -7.312
Cl -9.134 5.443 -7.332
H -7.194 5.036 -9.441
H -5.723 4.696 -8.520
H -6.983 6.378 -7.311
H -7.056 4.870 -6.387
Cl 1.758 1.109 8.553
C 0.911 2.632 8.931
C 0.387 3.297 7.687
Cl 1.709 3.909 6.652
H 1.600 3.277 9.469
H 0.080 2.381 9.588
H -0.232 4.153 7.950
H -0.208 2.605 7.097
*
```

The HOMO-LUMO gap comes out at 8.62 eV. As for the total energy: -7059.735915 a.u.

Atom charges from the Mulliken analysis, given in e for atoms 1 to 99: -0.379 -1.769 1.295 -0.789 0.244 -0.895 0.574 -1.632 -0.377 1.115 -1.612 -0.465 2.837 -2.304 -0.793 0.420 -1.490 -1.529 -0.420 0.854 -1.379 -0.628 -1.681 0.007 -0.465 -0.588 0.521 0.681 0.834 -0.564 0.310 0.708 0.499 0.306 0.376 0.165 0.387 0.338 0.558 0.592 0.447 0.391 0.569 0.208 0.275 0.555 0.307 0.376 0.387 -0.337 0.712 -0.212 0.315 0.437 0.326 0.376 0.610 0.358 0.473 -0.230 0.270 0.387 -0.174 -0.506 -0.584 -0.021 0.306 0.391 0.318 0.320 -0.125 -0.619 -0.451 -0.198 0.290 0.371 0.384 0.332 -0.192 -0.588 0.267 -0.208 0.360 0.364 -0.227 0.247 -0.131 -0.063 -0.182 -0.194 0.397 -0.133 0.139 0.217 -0.177 -0.473 -0.260 -0.183 0.373

| no. | E_HOMO (eV) |
| --- | --- |
| 1 | -8.992 |
| 2 | -8.040 |
| 3 | -13.205 |
| 4 | -11.056 |